Record 1
Entry from OMol25: C38H38F2N14PRe as an isolated structure (ωB97M-V/def2-TZVPD).

The geometry in XYZ format:
```
94
Properties=species:S:1:pos:R:3:mulliken_spin:R:1
Re -0.7474 0.7750 0.6143 1.72
C 0.0350 0.3520 6.2367 0.00
N -0.6274 0.7023 4.9720 0.01
C -1.8876 1.2269 4.8573 -0.01
C -2.1369 1.3541 3.5253 0.01
N -1.0357 0.9085 2.8281 0.11
C -0.1371 0.5251 3.7280 0.01
P 1.4766 -0.2133 3.3237 -0.01
C 1.9764 0.9613 2.0265 0.05
N 1.2315 1.4120 1.0159 0.05
C 2.0543 2.1645 0.2129 0.03
C 3.3001 2.1666 0.7505 -0.02
N 3.2375 1.4091 1.8904 0.01
C 4.3824 1.1109 2.7605 0.00
C 0.7650 -1.4564 2.2039 0.01
N -0.1493 -1.2608 1.2509 0.04
C -0.4229 -2.5000 0.7224 0.01
C 0.3287 -3.4327 1.3621 -0.01
N 1.0696 -2.7632 2.2950 0.01
C 2.0390 -3.3792 3.2076 0.00
H -0.5658 0.7259 7.0594 0.00
H 1.0222 0.8032 6.2860 0.00
H 0.1217 -0.7277 6.3324 0.00
H -2.4951 1.4701 5.7141 0.00
H -3.0217 1.7296 3.0365 0.00
H 1.7084 2.6378 -0.6883 0.01
H 4.2110 2.6309 0.4104 0.00
H 5.1316 1.8861 2.6340 0.00
H 4.8166 0.1495 2.4936 0.00
H 4.0715 1.0935 3.8006 0.00
H -1.1317 -2.6637 -0.0662 0.01
H 0.3936 -4.4995 1.2265 0.00
H 2.1749 -4.4163 2.9187 0.00
H 1.6808 -3.3454 4.2329 0.00
H 2.9978 -2.8736 3.1326 0.00
F -1.4403 -0.3028 -4.5447 0.00
C -1.1865 0.6680 -3.6919 -0.05
C -1.6898 0.4845 -2.3075 -0.01
C -0.9933 1.3346 -1.3060 -0.03
C -0.6985 2.6457 -1.7352 -0.08
C -0.4682 2.8378 -3.0733 -0.02
F -0.0274 3.9955 -3.5075 0.00
C -0.5945 1.8062 -4.0687 0.01
C -0.6705 3.6062 -0.6413 0.04
C -0.5461 4.9814 -0.7516 0.00
C -0.6299 5.7628 0.3882 0.00
C -0.8216 5.1445 1.6142 0.00
C -0.9417 3.7731 1.6571 0.01
N -0.8882 3.0027 0.5568 0.00
H -2.7237 0.8814 -2.3181 0.00
H -0.2760 1.9919 -5.0862 0.00
H -0.3970 5.4412 -1.7162 0.00
H -0.5464 6.8397 0.3187 0.00
H -0.8851 5.7184 2.5285 0.00
H -1.0989 3.2739 2.5985 0.00
C 6.1568 0.2240 -1.6946 0.00
C 5.4175 0.1157 -3.0274 0.00
C 4.6345 1.3919 -3.3286 0.00
C 4.5064 -1.1175 -3.0784 0.00
N 3.4060 -1.0485 -2.1040 0.00
C 2.1663 -0.5826 -2.2558 0.01
N 1.5497 -0.6230 -1.0956 0.05
N 2.4557 -1.1329 -0.2263 0.00
N 3.5666 -1.3833 -0.8209 0.00
H 6.8717 1.0469 -1.7299 0.00
H 6.7071 -0.6907 -1.4685 0.00
H 5.4605 0.4104 -0.8719 0.00
H 6.1536 -0.0400 -3.8189 0.00
H 3.9182 1.6118 -2.5279 0.00
H 4.0915 1.3182 -4.2756 0.00
H 5.3124 2.2422 -3.4076 0.00
H 5.0705 -2.0195 -2.8551 0.00
H 4.0505 -1.2104 -4.0624 0.00
H 1.7558 -0.2317 -3.1900 0.00
N -9.4310 -5.6991 -1.8514 0.00
C -8.4953 -5.0467 -1.7155 0.00
C -7.3048 -4.2487 -1.5569 0.01
C -7.3652 -3.0136 -0.9201 0.00
C -6.2194 -2.2487 -0.7890 0.01
C -5.0225 -2.7273 -1.2918 -0.05
C -4.9441 -3.9652 -1.9106 0.04
C -6.0892 -4.7294 -2.0450 0.00
N -3.8373 -1.9126 -1.2144 0.06
C -2.8712 -1.8194 -2.2019 0.60
C -1.8213 -0.9059 -1.6799 0.03
N -2.2927 -0.6002 -0.3117 0.18
C -3.4477 -1.1870 -0.1517 0.05
H -8.3110 -2.6535 -0.5390 0.00
H -6.2765 -1.2711 -0.3234 0.00
H -3.9977 -4.3452 -2.2763 0.00
H -6.0517 -5.7012 -2.5180 0.00
H -2.9628 -2.2781 -3.1702 0.00
H -0.8116 -1.3391 -1.6645 0.12
H -4.0424 -1.1394 0.7499 -0.01
```

Results
Highest occupied orbital energy (spin up / spin down) = -0.5324 / -0.5675 Eh
HOMO-LUMO gap (spin up / spin down) = 5.93 / 6.43 eV
Spin multiplicity = 4
Net charge = +3
LUMO energy (spin up / spin down) = -8.557 / -9.017 eV
Maximum force = 1.2 eV Å⁻¹
Expectation value of S² = 3.8105
Calculated total energy = -2855.895762 Eh

---

Record 2
Entry from OMol25: C38H38F6O2 as an isolated structure (ωB97M-V/def2-TZVPD).

The geometry in XYZ format:
```
84
Properties=species:S:1:pos:R:3:mulliken_charge:R:1
C -0.4735 -3.0911 1.8463 -0.87
O 0.7204 -2.4307 1.6720 -0.65
H -1.1382 -2.3515 2.2929 0.22
H -0.8561 -3.3991 0.8732 -0.09
H -0.3853 -3.9611 2.4970 0.51
H 0.6002 -1.5899 1.2246 1.37
C 0.4869 0.4518 1.3284 -0.36
O 0.4051 -0.7661 0.5401 0.53
H -0.0198 1.3832 1.0757 0.64
H 0.0552 0.2956 2.3170 0.38
H 1.5569 0.5329 1.5196 -1.30
H 0.1977 -0.5631 -0.3750 -0.68
F -2.3581 0.0504 -0.5205 -0.05
C -2.7322 -1.2598 -0.6011 -0.19
C -4.0532 -1.6743 -0.9078 -0.75
C -4.2736 -3.0010 -1.1177 -0.86
C -3.2490 -3.9126 -1.0294 -0.84
C -1.9653 -3.5443 -0.7315 -1.06
C -1.7222 -2.1727 -0.4596 1.66
H -4.8270 -0.9407 -1.0798 0.51
H -5.2465 -3.3490 -1.4320 0.43
H -3.3243 -4.9747 -1.2102 0.46
H -1.2397 -4.3418 -0.7938 0.55
H -0.6939 -1.9134 -0.2550 0.46
F 3.9184 0.2835 -1.5118 -0.46
C 3.7048 -0.0581 -0.2386 0.55
C 3.8813 -1.4099 0.2179 -0.23
C 3.6960 -1.7184 1.5161 -0.63
C 3.3184 -0.7263 2.4163 -0.47
C 3.3227 0.6592 2.0882 -0.84
C 3.4832 0.9658 0.7057 -0.43
H 4.0846 -2.2065 -0.4825 0.93
H 3.8932 -2.7203 1.8676 0.43
H 3.2189 -0.8599 3.4833 0.43
H 3.1655 1.4133 2.8451 0.51
H 3.5050 1.9855 0.3505 0.69
F 2.1307 -4.7610 -2.3849 -0.40
C 1.5921 -3.5605 -2.3918 0.14
C 0.5732 -3.1915 -3.2788 -0.86
C 0.0429 -1.9240 -3.2521 -0.69
C 0.7064 -0.8936 -2.6386 -1.12
C 1.6907 -1.2766 -1.6913 0.86
C 2.1904 -2.5791 -1.6392 -0.11
H 0.1556 -3.8979 -3.9809 0.42
H -0.7112 -1.7407 -4.0032 0.43
H 0.4329 0.1504 -2.5974 1.07
H 2.1486 -0.5953 -0.9896 -0.48
H 3.0239 -2.7056 -0.9641 0.10
F -2.7560 -1.7636 5.6056 -0.36
C -2.8099 -1.2524 4.3017 0.29
C -3.2545 -2.0663 3.3329 -0.59
C -3.2352 -1.5932 1.9830 -0.40
C -2.6620 -0.3692 1.6261 -0.31
C -2.1319 0.3979 2.5924 -0.82
C -2.2516 -0.0131 3.9412 -0.73
H -3.5943 -3.0649 3.5644 0.45
H -3.5396 -2.2332 1.1681 0.39
H -2.5840 -0.0606 0.5941 0.88
H -1.7016 1.3432 2.2966 0.81
H -1.7395 0.5586 4.7010 0.39
F 0.3861 0.6795 -0.7323 1.67
C 0.0198 1.4393 -1.7319 1.09
C -0.9219 1.1127 -2.6180 -0.02
C -1.1680 2.0062 -3.7225 -1.67
C -0.4436 3.1668 -3.9419 -1.04
C 0.5859 3.4635 -2.9518 -0.42
C 0.7595 2.5947 -1.8826 -2.15
H -1.3955 0.1431 -2.6630 0.48
H -1.9336 1.7810 -4.4501 0.44
H -0.6952 3.8746 -4.7179 0.42
H 1.2367 4.3157 -3.0807 0.57
H 1.5521 2.7967 -1.1775 0.94
F 0.7358 2.3434 0.3213 0.72
C 0.8054 3.7165 0.4838 0.18
C 1.5625 4.2223 1.5176 -0.67
C 1.7950 5.5618 1.6494 -0.80
C 1.1076 6.4453 0.8464 -0.70
C 0.3388 5.9582 -0.2040 -0.68
C 0.1931 4.5884 -0.3723 -0.31
H 1.9527 3.5049 2.2244 0.37
H 2.2054 5.9049 2.5876 0.35
H 1.4718 7.4617 0.8708 0.37
H -0.1993 6.6647 -0.8186 0.41
H -0.3238 4.2616 -1.2625 0.60
```

Results
Highest occupied orbital energy = -0.2837 Eh
HOMO-LUMO gap = 8.10 eV
Net charge = 0
Relative energy (zero: lowest compared OMol25 entry of this formula, charge and spin) = 372.9 kcal/mol
LUMO energy = 0.382 eV
Maximum force = 8.1 eV Å⁻¹
Calculated total energy = -2219.777001 Eh

---

Record 3
Entry from OMol25: C38H38N5O3Sc as an isolated structure (ωB97M-V/def2-TZVPD).

The geometry in XYZ format:
```
85
Properties=species:S:1:pos:R:3:mulliken_charge:R:1
Sc 0.1851 0.1274 -0.0463 -0.73
C 0.8114 -1.3526 4.5326 -1.25
C -0.0083 -0.5956 5.3547 -0.56
C -0.8858 0.3052 4.7806 -1.18
C -0.9203 0.4352 3.3870 0.81
N -0.0592 -0.2322 2.6108 0.85
C 0.7660 -1.1037 3.1703 -0.35
C -1.9482 1.2333 2.6920 0.56
C -3.0751 1.7147 3.3686 -1.05
C -4.0736 2.3514 2.6562 -0.78
C -3.9192 2.5073 1.2884 -0.97
C -2.7691 2.0020 0.6996 -0.38
N -1.8141 1.3753 1.3669 1.29
H 1.4806 -2.0953 4.9390 0.45
H 0.0313 -0.7157 6.4273 0.42
H -1.5210 0.9060 5.4142 0.42
H 1.4198 -1.6291 2.4861 0.58
H -3.1970 1.5662 4.4297 0.41
H -4.9734 2.6938 3.1493 0.42
H -4.6824 2.9888 0.6966 0.50
H -2.6139 2.0835 -0.3662 0.05
C -3.5850 -2.4753 0.7435 -1.10
C -3.7305 -3.2305 -0.4051 -0.92
C -2.7312 -3.1985 -1.3531 -0.96
C -1.5944 -2.3976 -1.1807 0.72
C -1.4447 -1.5345 -0.0560 0.49
C -2.4790 -1.6543 0.8888 0.36
C -0.5098 -2.4456 -2.1812 1.38
C -0.5515 -3.3562 -3.2738 -1.09
C 0.4401 -3.3595 -4.2091 -1.21
C 1.5252 -2.4722 -4.0715 1.10
C 2.5818 -2.4091 -4.9991 -0.85
C 3.6332 -1.5636 -4.7857 -0.77
C 3.6552 -0.7463 -3.6446 -0.90
C 2.6411 -0.7788 -2.7291 -0.37
C 1.5365 -1.6381 -2.9187 -0.05
N 0.5249 -1.6326 -2.0169 1.12
H -4.3385 -2.5214 1.5205 0.47
H -4.6027 -3.8530 -0.5490 0.38
H -2.8633 -3.8093 -2.2343 0.33
H -2.4244 -1.0864 1.8104 0.24
H -1.3646 -4.0580 -3.3735 0.32
H 0.4229 -4.0504 -5.0436 0.43
H 2.5362 -3.0359 -5.8796 0.42
H 4.4492 -1.5202 -5.4920 0.41
H 4.4858 -0.0706 -3.5034 0.50
H 2.6429 -0.1426 -1.8533 0.38
C -1.6421 2.9438 -3.0055 -1.92
C -1.0939 1.5136 -3.0306 2.09
C -1.3211 0.8195 -4.3631 -1.75
O -1.6641 0.7606 -1.9476 -0.48
C 0.4390 1.6314 -2.7246 -0.14
O 1.1916 1.9863 -3.6135 -0.74
O 0.7328 1.3873 -1.5189 -0.25
H -2.7258 2.9583 -3.1263 0.40
H -1.1817 3.5231 -3.7995 0.43
H -1.3735 3.4009 -2.0534 0.32
H -2.3630 0.8814 -4.6788 0.48
H -1.0311 -0.2257 -4.2775 0.32
H -0.6904 1.2814 -5.1172 0.41
H -2.4439 0.2943 -2.2749 0.26
C 5.6806 -0.0085 -0.2722 -1.42
C 4.9180 -0.7070 0.8631 2.10
C 5.4803 -0.2423 2.2138 -1.77
C 5.0780 -2.2287 0.7191 -1.64
C 3.4861 -0.3838 0.7578 0.97
C 2.2960 -0.1667 0.6332 -1.08
H 6.7515 -0.1869 -0.1790 0.45
H 5.5069 1.0659 -0.2480 0.37
H 5.3473 -0.3886 -1.2348 0.19
H 6.5290 -0.5231 2.3010 0.44
H 4.9307 -0.6931 3.0377 0.36
H 5.4093 0.8403 2.3062 0.32
H 6.1313 -2.5054 0.7301 0.44
H 4.6386 -2.5644 -0.2193 0.27
H 4.5729 -2.7477 1.5322 0.35
N 1.9403 2.7150 1.2326 0.02
C 2.2724 4.0060 1.3871 -0.27
C 1.1156 4.7393 1.2336 -1.28
C 0.1307 3.7831 0.9635 -0.30
N 0.6425 2.5629 0.9737 0.52
H 2.5265 1.8736 1.1847 -0.20
H 3.2770 4.3169 1.5907 0.47
H 0.9950 5.8011 1.3049 0.42
H -0.9126 3.9447 0.7738 0.53
```

Results
Highest occupied orbital energy = -0.2883 Eh
HOMO-LUMO gap = 7.60 eV
Net charge = 0
Relative energy (zero: lowest compared OMol25 entry of this formula, charge and spin) = 20.2 kcal/mol
LUMO energy = -0.243 eV
Maximum force = 1.7 eV Å⁻¹
Calculated total energy = -2731.165715 Eh

---

Record 4
Entry from OMol25: C38H38N8O2S2Tl as an isolated structure (ωB97M-V/def2-TZVPD).

The geometry in XYZ format:
```
89
Properties=species:S:1:pos:R:3:mulliken_charge:R:1
Tl 0.7102 1.1917 -0.4983 2.51
C -1.8994 -2.9039 -0.7346 -1.73
N -1.4371 -1.9778 0.3402 1.46
C -0.7845 -2.7041 1.4883 -0.52
C 0.7472 -2.7296 1.3465 -0.72
C 1.3185 -1.3059 1.4380 -0.33
N 1.7296 -0.7137 0.1491 -0.15
C 2.6907 -1.2656 -0.4822 -0.16
C 3.1031 -0.9506 -1.8265 -0.16
C 3.7360 -1.8670 -2.7119 -0.25
C 4.0604 -1.5380 -4.0332 -0.89
C 3.7972 -0.2539 -4.4201 -0.46
C 3.3069 0.7278 -3.5518 -0.02
C 2.9188 0.4086 -2.2375 0.15
O 2.5933 1.4856 -1.5027 -0.96
C -2.6173 -1.3280 0.9196 -0.77
C -3.3991 -0.3784 -0.0685 -0.85
C -2.4170 0.5025 -0.7940 0.01
N -1.4828 1.2380 0.0390 0.19
C -1.9995 2.1264 0.8995 0.09
C -1.3257 3.0275 1.7726 0.27
C -2.0715 4.0526 2.3271 -0.86
C -1.5547 5.1022 3.0130 -0.75
C -0.1571 5.1791 3.1559 -0.66
C 0.6356 4.2092 2.6193 -0.52
C 0.1122 3.0616 1.8928 0.60
O 0.9099 2.1944 1.4267 -0.86
H -2.8013 -3.3862 -0.3384 0.34
H -1.1842 -3.6227 -0.9392 0.56
H -2.2146 -2.3983 -1.6544 0.31
H -1.2075 -3.7392 1.5401 0.37
H -1.1831 -2.2077 2.3777 -0.21
H 1.1070 -3.0906 0.3391 0.44
H 1.1733 -3.3343 2.1492 0.45
H 2.2122 -1.2943 2.0514 0.85
H 0.6855 -0.5514 1.8567 -0.70
H 3.2058 -2.1153 -0.0111 0.62
H 3.8337 -2.8852 -2.3073 0.39
H 4.3472 -2.2857 -4.7183 0.46
H 3.9705 -0.0189 -5.4842 0.37
H 3.3410 1.7623 -3.9137 0.53
H -2.2682 -0.7022 1.7311 -0.30
H -3.2742 -2.0715 1.3407 0.70
H -3.9767 0.3170 0.6058 0.40
H -4.2193 -0.7590 -0.8022 0.34
H -2.9792 1.2411 -1.3946 0.49
H -1.7692 -0.1086 -1.3799 -0.70
H -3.0682 2.2673 0.8381 0.39
H -3.1558 4.0536 2.1642 0.37
H -2.1151 5.9168 3.4413 0.42
H 0.1852 6.0956 3.5216 0.49
H 1.7489 4.2269 2.8089 0.28
N 0.0019 0.9943 -4.9070 0.02
C 0.0043 -0.4317 -4.7789 0.79
C 0.0508 -1.5178 -5.6616 -1.19
C 0.0778 -2.7554 -5.1065 -1.04
C 0.0376 -2.9341 -3.7032 -1.31
C -0.0120 -1.8967 -2.8309 0.88
C -0.0102 -0.6201 -3.4057 0.08
N -0.0018 0.5647 -2.7506 0.02
C 0.0607 1.5216 -3.6723 -0.21
C 0.3362 2.9103 -3.3632 -0.25
C 0.3595 3.9207 -4.2704 -0.47
S 0.6302 5.3700 -3.4425 -0.15
C 0.7752 4.5500 -1.9820 -0.36
N 0.5857 3.2682 -2.0625 0.30
H 0.1384 1.5020 -5.7426 0.24
H -0.0462 -1.4112 -6.7070 0.53
H 0.1844 -3.5482 -5.8152 0.46
H 0.0442 -3.9244 -3.1976 0.37
H 0.1178 -1.9625 -1.7783 0.24
H 0.2444 3.8951 -5.3471 0.37
H 0.9802 5.1460 -1.1236 0.44
N 2.3524 0.8950 4.0549 -0.33
C 1.3250 0.0672 4.3765 0.27
N 0.0706 0.3384 4.1361 -0.37
C -0.7186 -0.7676 4.6408 -0.59
C -2.0564 -0.8757 4.5163 -0.01
C -2.7107 -1.9623 4.9814 -0.80
C -2.0140 -2.9179 5.7463 -0.54
C -0.6372 -2.8915 5.8710 -0.70
C 0.0033 -1.8362 5.2416 1.03
S 1.7009 -1.4335 5.2319 -0.30
H 2.1308 1.5714 3.2970 0.15
H 3.2905 0.5433 4.1873 0.26
H -2.4883 0.0167 4.0685 0.51
H -3.7978 -2.0186 4.8926 0.42
H -2.5478 -3.7530 6.1283 0.39
H -0.0796 -3.5170 6.4893 0.52
```

Results
Highest occupied orbital energy = -0.3729 Eh
HOMO-LUMO gap = 7.53 eV
Net charge = +1
Relative energy (zero: lowest compared OMol25 entry of this formula, charge and spin) = 0.0 kcal/mol
LUMO energy = -2.611 eV
Maximum force = 3.3 eV Å⁻¹
Calculated total energy = -3028.006557 Eh

---

Record 5
Entry from OMol25: C38H38NO2 as an isolated structure (ωB97M-V/def2-TZVPD).

The geometry in XYZ format:
```
79
Properties=species:S:1:pos:R:3:mulliken_charge:R:1
C -0.7011 -3.7702 5.7886 -0.84
O -1.6200 -3.2296 4.8123 -0.42
C -1.1216 -2.6098 3.7146 0.58
C -2.0473 -1.9149 2.9050 -1.50
C -1.5814 -1.0679 1.9215 0.32
C -0.2119 -0.9390 1.6071 1.22
C 0.2376 0.2166 0.7011 1.58
C 1.6851 0.0462 0.3835 -0.73
C 2.0490 -0.3755 -0.9131 -0.09
C 3.3851 -0.4511 -1.2801 -0.74
C 4.3582 -0.2238 -0.2992 0.18
O 5.7108 -0.3737 -0.6150 -0.50
C 6.1710 -1.6721 -0.8292 0.46
C 6.9075 -1.8863 -1.9981 -0.38
C 7.3241 -3.1805 -2.2939 -0.39
C 7.0764 -4.2235 -1.3965 -0.50
C 6.3657 -3.9853 -0.2160 -0.48
C 5.8976 -2.7029 0.0787 -0.34
C 4.0225 0.1423 1.0068 -1.25
C 2.6842 0.2771 1.3471 0.50
C 0.6712 -1.7806 2.3079 -0.85
C 0.2537 -2.5603 3.3821 -0.98
H -1.3476 -4.0650 6.6136 0.25
H -0.1830 -4.6495 5.3831 0.33
H 0.0250 -3.0168 6.1249 0.36
H -3.1094 -1.9770 3.1389 0.47
H -2.3294 -0.4577 1.4233 -0.12
H -0.2307 0.1196 -0.2665 -0.31
H 1.2731 -0.6145 -1.6481 0.49
H 3.6781 -0.7037 -2.3018 0.49
H 7.0869 -1.0378 -2.6596 0.42
H 7.8516 -3.3602 -3.2308 0.37
H 7.4422 -5.2264 -1.6108 0.38
H 6.1628 -4.7905 0.4897 0.36
H 5.3215 -2.4884 0.9839 0.36
H 4.8134 0.2842 1.7455 0.47
H 2.4102 0.5218 2.3778 0.64
H 1.7303 -1.8286 2.0570 0.50
H 0.9856 -3.0947 3.9885 0.46
C -6.7040 -0.8646 -3.0992 -0.58
C -6.1369 0.1031 -3.9113 -0.77
C -4.9482 0.7670 -3.5310 0.84
C -4.3657 1.7447 -4.3698 -0.84
C -3.1626 2.3498 -4.0463 -1.12
C -2.4772 1.9363 -2.8855 -0.77
C -3.0419 1.0363 -1.9939 0.30
C -2.2086 0.6116 -0.7974 0.91
C -1.7390 1.8077 0.0451 -1.01
C -1.2522 1.8499 1.4422 0.52
C -0.7966 3.3008 1.6927 -0.53
C 0.7002 3.2721 1.3599 -0.49
C 0.7895 2.7770 -0.0635 -0.65
N -0.5536 2.3670 -0.6400 -0.21
C -1.1694 3.8460 -0.7418 -0.70
C -1.4601 4.2825 0.6845 -0.99
C -4.3002 0.4174 -2.2874 0.53
C -4.9381 -0.5440 -1.4601 -0.62
C -6.1020 -1.1874 -1.8680 -0.82
H -7.6146 -1.3691 -3.4179 0.37
H -6.5762 0.3744 -4.8745 0.37
H -4.8886 1.9946 -5.2939 0.38
H -2.7418 3.1319 -4.6787 0.39
H -1.4796 2.3221 -2.6717 0.54
H -2.7684 -0.0935 -0.1964 -0.25
H -1.3660 0.0550 -1.2440 0.32
H -2.6010 2.4884 0.0234 1.10
H -1.9348 1.4329 2.1818 0.81
H -0.1357 1.1825 1.3552 -1.52
H -0.9894 3.5874 2.7267 0.49
H 1.1438 4.2704 1.4062 0.49
H 1.2592 2.6191 2.0385 0.17
H 1.0880 3.6144 -0.7091 0.49
H 1.5534 2.0287 -0.2515 0.34
H -0.4477 4.4919 -1.2441 0.45
H -2.0613 3.7822 -1.3659 0.57
H -2.5406 4.3174 0.8491 0.42
H -1.0634 5.2911 0.8311 0.50
H -4.5176 -0.7946 -0.4840 0.40
H -6.5481 -1.9508 -1.2335 0.41
```

Results
Highest occupied orbital energy = -0.3763 Eh
HOMO-LUMO gap = 5.24 eV
Net charge = +1
LUMO energy = -4.994 eV
Maximum force = 5.8 eV Å⁻¹
Calculated total energy = -1675.608921 Eh